No. 1
Density functional theory data (ωB97M-V with the def2-TZVPD basis set) for a cluster of 9 separate species, C45H105N6O9 in total.

Structure (ORCA input):
```
! wB97M-V def2-TZVPD RIJCOSX def2/J DEFGRID3
* xyz 3 1
O 10.7701 21.2816 18.7796
O 14.7070 19.0355 10.6096
O 12.9782 20.0513 9.5742
O 16.1853 27.7175 15.0561
O 11.5350 18.2801 11.5673
O 18.9220 20.0226 12.5365
O 12.9323 20.8200 15.3324
O 11.8932 20.1322 12.6034
O 15.0528 20.6606 15.8364
N 13.3862 6.8292 18.8485
N 14.8644 27.1607 12.4922
N 13.6897 14.9644 10.3588
N 14.2654 20.6999 18.5533
N 19.4276 20.7090 9.6507
N 8.2751 26.9124 8.3780
C 13.1999 3.3103 20.3209
C 9.6092 29.3969 9.3036
C 15.0976 21.0194 9.4303
C 9.5624 21.2104 18.1017
C 13.3935 4.8126 20.2979
C 13.7103 7.2279 17.2839
C 13.4650 8.5418 16.6125
C 11.5032 15.9882 9.6402
C 8.6114 25.8408 9.4023
C 13.1044 21.6442 18.8031
C 11.5075 18.8741 12.6247
C 11.9414 7.2476 18.9362
C 7.2317 26.4260 7.4115
C 17.0564 27.0518 11.3020
C 10.9637 18.2331 13.8227
C 14.4804 21.3466 13.6123
C 14.2331 7.4220 19.8021
C 21.6556 21.1601 10.3601
C 8.5124 28.6836 10.1564
C 7.6019 28.0621 9.1595
C 11.1999 14.8406 8.6874
C 13.3797 13.7881 9.3622
C 14.3155 14.3370 11.7098
C 20.4362 20.3125 10.6536
C 7.4742 25.1453 10.0428
C 12.4898 14.1895 8.2327
C 16.2798 26.8291 12.6453
C 9.5786 27.3132 7.7150
C 20.0170 20.6660 12.0796
C 13.4792 23.1002 18.6092
C 16.8240 28.7256 15.9749
C 11.9052 9.1788 17.3134
C 14.2455 15.3089 12.8251
C 12.4130 15.6296 10.7862
C 13.5016 5.3029 18.8765
C 14.6650 15.9319 9.8054
C 18.9017 18.6635 12.3366
C 11.5966 8.7210 18.7813
C 10.3788 28.2681 8.5526
C 14.0875 20.9126 14.9693
C 16.9811 27.6133 13.8301
C 11.9106 21.1665 17.9285
C 14.2473 19.9484 9.9436
C 14.8548 14.6677 14.0366
C 8.1699 24.0975 11.0015
H 22.3888 20.9005 11.1115
H 9.3050 27.6815 6.7116
H 10.5835 8.9973 18.8300
H 14.7169 28.1423 12.2180
H 14.3702 16.6487 9.0580
H 13.1886 6.4049 16.7963
H 12.2146 13.3182 7.6636
H 14.2823 8.4722 19.5004
H 14.8133 15.3830 14.8003
H 10.9329 27.5672 9.1832
H 14.5889 22.0607 9.4480
H 7.1713 27.1372 6.6401
H 12.7630 21.5692 19.8462
H 14.3602 13.3493 9.0995
H 9.6925 21.6960 17.1185
H 12.0456 20.1475 17.4523
H 15.5052 21.8199 13.6568
H 20.9056 20.4041 12.6508
H 18.0609 26.5614 11.3039
H 19.5078 21.7253 9.5669
H 21.9563 20.9907 9.3217
H 7.8628 29.5329 10.4937
H 6.8753 24.5220 9.3578
H 17.3558 28.0870 11.3540
H 10.2045 26.4197 7.5686
H 13.7460 21.9353 13.1248
H 12.6833 4.8823 18.2208
H 14.5198 4.9341 18.5140
H 17.9698 27.1929 14.0243
H 14.3260 13.8840 14.4990
H 10.6463 15.2475 7.8002
H 10.5769 16.3119 10.0736
H 15.3265 15.2933 9.1494
H 13.7260 13.4354 11.8659
H 6.7961 27.5221 9.6451
H 14.2440 26.9449 13.3027
H 14.7222 20.4355 12.9893
H 11.9745 9.4508 19.4929
H 9.2616 30.1759 8.5496
H 14.3472 4.9106 20.8032
H 11.8161 21.8693 17.0575
H 9.3281 26.3065 10.1075
H 8.5474 24.5428 11.9345
H 18.4816 20.4748 9.9470
H 9.1944 20.1485 18.0244
H 8.7386 21.7047 18.6050
H 13.0583 14.7721 7.4559
H 11.0820 28.6553 7.8770
H 19.0075 18.4759 11.2693
H 13.1666 15.6186 12.9184
H 7.4805 23.3396 11.3523
H 12.0942 10.3079 17.6312
H 10.3233 29.8640 9.9444
H 14.6109 20.5514 16.7848
H 13.8589 7.3810 20.7998
H 12.5342 23.6261 18.6929
H 19.5934 18.0547 12.9688
H 15.1411 21.1125 18.9439
H 17.1566 29.6123 15.3364
H 15.8685 14.5099 13.7909
H 16.0994 29.0442 16.7338
H 12.8398 13.0650 9.8529
H 12.4219 19.4125 10.1196
H 11.6851 20.5116 13.4860
H 16.0605 21.0764 9.9553
H 6.2539 26.2497 7.8243
H 15.2560 16.4504 10.5440
H 15.2431 6.9960 19.9072
H 14.2621 23.5175 19.3599
H 11.8669 16.8663 9.1046
H 17.7287 28.3252 16.4439
H 7.2703 28.8002 8.4235
H 9.1247 24.9971 8.9283
H 15.3725 20.9080 8.3916
H 14.9039 16.1640 12.5809
H 11.9859 14.8444 11.4154
H 11.5555 6.7198 19.7826
H 7.4387 25.4323 7.0803
H 20.7322 19.2970 10.5086
H 16.4626 26.6792 10.4942
H 14.7650 6.9311 17.2593
H 6.8515 25.7363 10.7745
H 14.0442 2.7196 20.7229
H 21.3993 22.2370 10.4630
H 12.5178 3.0930 21.1318
H 10.9496 9.2044 16.7466
H 9.0389 23.6505 10.4851
H 8.8791 27.9511 10.9295
H 13.4751 8.6021 15.3746
H 16.3344 25.7981 12.8787
H 17.1547 28.6698 13.4777
H 19.8379 21.7747 12.1393
H 12.6504 2.8628 19.4713
H 14.2024 19.8991 19.1487
H 15.3155 14.0084 11.4813
H 13.8241 23.2953 17.5997
H 17.9263 18.3525 12.5753
H 10.0289 17.8124 13.4935
H 14.0167 9.1185 17.4236
H 10.4961 14.1585 9.1922
H 12.5143 5.4656 20.7380
H 10.8126 18.8284 14.6970
H 11.6058 17.4340 14.1556
H 11.5482 6.6292 18.1530
H 12.5583 16.5046 11.3627
*
```

=====

No. 2
Density functional theory data (ωB97M-V with the def2-TZVPD basis set) for a cluster of 6 separate species, C45H106BIN10O9PS2 in total.

Structure (ORCA input):
```
! wB97M-V def2-TZVPD RIJCOSX def2/J DEFGRID3
* xyz 1 1
I -1.3869 -6.1147 1.3141
S -1.4984 -0.9995 -1.0997
S 3.5486 -1.4198 1.8708
P -0.7763 -0.8400 0.6967
O 5.9863 1.2420 8.3441
O 5.6944 -2.2251 -0.5177
O 1.7045 -0.8065 4.2411
O -13.6229 -0.1973 -1.9241
O 7.0481 -4.4927 3.1450
O -0.5281 -0.5163 3.8217
O -7.8580 1.8104 1.2931
O 4.5814 -2.3642 -2.6478
O -2.0394 3.6497 -1.1540
N -14.1187 0.2814 -4.7307
N 1.2446 -2.8416 0.2324
N 3.4364 -3.2554 -0.7274
N -10.3597 0.8557 2.3804
N 2.5594 -1.1521 -0.4816
N 7.1670 -1.6992 2.5457
N 5.0842 1.7060 5.6438
N 6.8126 0.7837 0.4896
N 5.6752 -5.7017 0.1513
N -4.0414 1.7921 -0.1916
C 2.7363 1.8653 -4.5225
C 0.8758 -1.6990 1.0863
C -3.5673 2.8889 0.6562
C 1.8689 -0.5324 -1.6354
C 5.6694 0.1545 7.5054
C -0.8697 -4.2560 0.3176
C 2.0526 1.3147 -3.2839
C 2.1419 -0.7479 0.8666
C 7.4595 -3.5722 4.1392
C 4.3485 1.4332 0.3628
C -9.0618 2.5091 1.0445
C -1.3396 -4.3750 -1.1237
C 8.0846 -5.2923 2.5922
C 5.7383 1.6643 0.9994
C 4.6956 0.4891 6.3663
C -13.7954 -1.2803 -2.8161
C 1.8723 2.9411 -5.1948
C -16.0955 -0.8411 -3.8613
C -7.3384 1.0781 0.1928
C 3.2205 1.5604 1.3906
C 0.6534 -4.1749 0.3927
C 3.5241 -4.7174 -0.5227
C 5.0510 1.5135 9.3738
C 3.8212 5.9045 -7.9377
C -10.5724 0.7446 -0.0426
C 1.9635 0.7335 1.1314
C -14.7133 0.0482 -1.0544
C -10.3361 1.6596 1.1547
C -2.1855 3.4055 0.2258
C 0.7242 -2.2141 2.5455
C 6.8600 -2.7937 -3.4467
C 4.9306 -5.2274 -0.7576
C -2.5226 4.9060 -1.6030
C 2.4096 3.7937 -7.5546
C 0.6976 -1.1197 3.5952
C 9.4526 -2.3693 3.0530
C 2.8020 0.1352 -2.6540
C 2.6937 3.9188 -6.0498
C -14.5907 -0.9477 -4.0868
C 5.7284 -1.8068 -3.3176
C 2.4133 -2.5553 -0.3639
C 2.6059 5.0857 -8.3475
C 8.0306 -2.2567 3.5914
C 3.2422 0.6179 6.8114
C -4.6429 3.9692 0.7055
B 4.6471 -2.5416 -1.3279
H -16.6197 -0.8769 -4.8155
H -9.4908 0.3305 2.4201
H -5.5072 3.6093 1.2638
H -2.3700 5.6859 -0.8522
H -0.1923 -2.7905 2.6498
H -0.6890 0.5076 1.0791
H 5.3004 -5.2055 -1.7779
H 4.6953 5.2714 -7.8062
H -9.1079 3.2869 1.8122
H -0.8395 -3.6366 -1.7387
H 7.3611 -2.9640 -2.5010
H 4.2295 2.1872 -0.4095
H 1.5317 -2.8865 2.7913
H 6.0598 2.6839 0.8200
H 1.4005 1.2191 0.3388
H 1.1499 2.4601 -5.8455
H 6.2476 -1.5268 2.9429
H 3.2383 -4.9469 0.4974
H 7.5922 -2.3856 -4.1332
H -14.3170 0.5289 -0.1598
H -14.4234 -1.7731 -4.7850
H 2.8533 -5.2591 -1.1829
H 6.9084 -0.0200 1.1043
H 8.8421 -5.5363 3.3412
H 6.6198 -0.1508 7.0578
H 1.3041 3.4781 -4.4409
H 5.6970 1.4919 2.0687
H -1.0259 -5.3468 -1.4945
H 3.0675 -0.5705 -3.4298
H 1.0019 -4.6463 1.3058
H -1.4484 2.6239 0.4548
H -10.3163 1.4718 3.1871
H 3.0475 1.5586 7.3257
H -1.3945 -3.5079 0.8913
H 4.6000 0.5946 9.7584
H -2.4134 -4.3184 -1.2216
H -16.3700 0.0969 -3.3798
H -16.4623 -1.6640 -3.2448
H 7.0098 -2.4376 1.8623
H -3.9873 2.1031 -1.1583
H 3.7560 3.7432 -5.9157
H -7.7565 0.0676 0.1618
H -15.4397 0.7281 -1.5055
H 3.6762 0.4969 -2.1231
H -3.3749 1.0255 -0.1487
H 6.0638 -0.9035 -2.8186
H 5.3070 -0.6956 8.0986
H -11.1759 2.3593 1.2004
H 2.7294 4.8349 -9.3980
H -1.9632 5.1695 -2.4995
H -15.2109 -0.8803 -0.7614
H -10.4066 1.2746 -0.9826
H -11.5994 0.3821 -0.0447
H -9.0115 3.0199 0.0734
H -3.4524 2.4977 1.6735
H 3.6686 -0.6635 2.9678
H 1.3496 0.8295 2.0236
H 1.3903 3.4576 -7.7188
H 10.0893 -2.9304 3.7383
H -1.6621 -1.4042 1.6205
H -1.8989 4.2941 0.8046
H 4.3794 0.4582 -0.1105
H 8.5548 -4.8002 1.7386
H 2.8891 2.5948 1.3837
H 1.0439 0.9843 -3.5213
H 6.0145 1.5800 5.2541
H 3.6154 1.4041 2.3872
H 5.4016 -1.5593 0.1257
H 1.1328 0.1941 -1.3222
H -4.2758 4.8730 1.1959
H 2.5100 4.9484 -5.7608
H 1.9959 2.0872 -2.5188
H 1.7132 5.7034 -8.3074
H -14.1131 1.0154 -4.0279
H -4.9938 4.2378 -0.2907
H 8.0534 -1.5482 4.4246
H -13.1416 0.1726 -4.9860
H -12.7845 -1.5680 -3.1180
H 4.0705 6.6467 -8.6868
H 3.6874 2.3070 -4.2465
H 7.6332 -6.2167 2.2362
H 5.2319 -5.6723 1.0683
H 4.2665 2.1930 9.0330
H 3.0527 3.0276 -7.9841
H -3.5802 4.8539 -1.8685
H -0.4566 0.4041 3.5488
H 5.4124 -1.5134 -4.3105
H 1.0068 -4.8072 -0.4079
H 4.7454 -0.3454 5.6562
H -6.2649 1.0005 0.3301
H 5.5900 2.0027 10.1835
H 9.8854 -1.3775 2.9287
H 6.4979 -3.7335 -3.8470
H 9.4827 -2.8572 2.0792
H -7.5305 1.5875 -0.7565
H 2.9593 -0.2009 7.4758
H 2.8509 1.0479 -5.2295
H -14.2293 -2.1411 -2.2905
H 8.1589 -4.0470 4.8375
H 3.6621 6.4457 -7.0110
H 5.2024 2.4471 6.3289
H 1.3131 -1.3130 -2.1476
H 2.5895 0.5846 5.9442
H -9.9236 -0.1309 -0.0239
H 6.5802 0.4170 -0.4252
H 6.5532 -3.3375 4.7060
*
```

=====

| no. | total energy (eV) |
| --- | --- |
| 1 | -75708.1804 |
| 2 | -121442.4695 |